Formula: C19H28F4INO2
Source: the OMol25 dataset
Level of theory: wB97M-V/def2-TZVPD

Structure (XYZ):
```
55
C19H28F4INO2 wB97M-V/def2-TZVPD
C -0.64 -2.15 2.75
C -0.73 -1.16 2.09
C -0.83 -0.17 1.00
C -0.98 -0.88 -0.38
C -0.77 -2.39 -0.48
C 0.69 -2.93 -0.55
C 1.80 -1.94 -0.24
C 3.21 -2.53 -0.48
C 4.27 -1.44 -0.65
C 4.78 -0.86 0.69
C 4.60 0.66 0.84
C 0.44 0.77 1.07
O 0.02 2.13 1.20
C -1.32 2.21 0.71
C -1.19 2.42 -0.81
C -2.47 2.67 -1.65
C -2.71 1.67 -2.77
N -1.65 1.45 -3.71
O -3.76 1.12 -2.92
C -1.92 0.93 1.32
I -1.85 1.36 3.49
C -3.38 0.54 1.05
F -3.61 0.41 -0.29
F -3.61 -0.69 1.60
C -4.54 1.47 1.52
F -4.12 2.77 1.54
F -5.00 1.14 2.75
H -0.68 -2.98 3.41
H -2.00 -0.72 -0.73
H -0.34 -0.39 -1.11
H -1.28 -2.70 -1.39
H -1.29 -2.89 0.33
H 0.77 -3.75 0.17
H 0.86 -3.37 -1.53
H 1.72 -1.03 -0.84
H 1.74 -1.66 0.82
H 3.18 -3.16 -1.37
H 3.49 -3.13 0.39
H 5.11 -1.82 -1.23
H 3.85 -0.61 -1.24
H 4.28 -1.36 1.52
H 5.84 -1.09 0.80
H 4.55 1.16 -0.13
H 3.69 0.92 1.39
H 5.43 1.11 1.38
H 1.04 0.69 0.17
H 1.09 0.51 1.91
H -1.75 3.13 1.11
H -0.59 1.63 -1.26
H -0.57 3.31 -0.88
H -3.36 2.76 -1.05
H -2.34 3.62 -2.17
H -0.78 1.19 -3.26
H -1.49 2.27 -4.28
H -5.35 1.38 0.80
```

Its frontier orbital gap is 9.4 eV. The strongest force on any atom is 1.288 eV/A. Its total energy is -44709.9971 eV. For the LUMO energy, the calculation gives 0.09 eV. The SMILES is C#C[C@]1(CCCCCCCC)CO[C@@H](CCC(N)=O)[C@@]1(I)C(F)(F)C(F)F.

Formula: C16H46N4O6Zn
Source: the OMol25 dataset
Level of theory: wB97M-V/def2-TZVPD

Structure (XYZ):
```
73
C16H46N4O6Zn wB97M-V/def2-TZVPD
Zn 10.77 10.38 -23.41
O 12.17 9.11 -23.64
H 13.11 9.34 -23.48
O 9.72 9.52 -22.08
H 9.16 9.48 -21.28
C 9.10 11.69 -19.25
C 7.74 11.16 -19.67
C 6.64 11.80 -18.90
O 6.63 11.68 -17.45
C 5.64 12.49 -16.89
N 7.69 11.47 -21.06
H 9.22 12.77 -19.09
H 9.89 11.21 -19.83
H 9.18 11.21 -18.28
H 7.79 10.07 -19.58
H 5.67 11.63 -19.38
H 6.89 12.85 -19.04
H 5.32 12.34 -15.86
H 4.75 12.30 -17.49
H 5.80 13.54 -17.12
H 6.77 11.19 -21.36
H 8.23 10.69 -21.41
C 9.68 14.63 -22.75
C 10.46 13.29 -23.02
C 11.56 13.06 -21.95
O 12.23 11.88 -22.29
C 13.39 11.77 -21.50
N 9.59 12.17 -23.10
H 10.35 15.46 -22.97
H 9.39 14.78 -21.71
H 8.78 14.64 -23.36
H 11.13 13.43 -23.87
H 11.14 12.99 -20.94
H 12.07 14.00 -21.79
H 13.16 11.77 -20.43
H 14.23 12.38 -21.81
H 13.77 10.75 -21.61
H 9.02 12.25 -23.93
H 8.89 12.34 -22.40
C 7.66 7.06 -22.39
C 8.49 6.69 -23.63
C 7.89 7.34 -24.91
O 8.65 7.12 -26.09
C 7.83 7.44 -27.26
N 9.83 7.16 -23.41
H 7.67 8.12 -22.15
H 7.96 6.49 -21.51
H 6.63 6.79 -22.63
H 8.45 5.63 -23.91
H 7.81 8.42 -24.81
H 6.82 7.16 -25.00
H 6.80 7.12 -27.12
H 8.14 7.20 -28.27
H 7.81 8.53 -27.28
H 10.24 6.61 -22.67
H 9.74 8.01 -22.88
C 11.71 6.89 -19.61
C 11.59 8.27 -18.89
C 12.56 8.42 -17.71
O 12.51 7.38 -16.75
C 11.27 7.38 -15.92
N 11.78 9.34 -19.94
H 12.70 6.81 -20.07
H 10.93 6.79 -20.35
H 11.58 6.03 -18.95
H 10.58 8.42 -18.50
H 12.40 9.42 -17.29
H 13.52 8.51 -18.23
H 11.05 8.37 -15.52
H 11.27 6.71 -15.07
H 10.41 7.10 -16.52
H 12.49 9.15 -20.63
H 10.94 9.37 -20.50
```

The charge is -1. Its frontier orbital gap (spin up / spin down) is 2.6 / 7.8 eV. The strongest force on any atom is 3.120 eV/A. Its total energy is -83996.4726 eV. For the LUMO energy (spin up / spin down), the calculation gives 2.46 / 2.44 eV. As for the spin multiplicity: 2.

Formula: C53H52Br2KN8O2P2S2
Source: the OMol25 dataset
Level of theory: wB97M-V/def2-TZVPD

Structure (XYZ):
```
122
C53H52Br2KN8O2P2S2 wB97M-V/def2-TZVPD
K 1.40 -0.53 -0.27
N 5.44 0.44 -2.67
C 4.46 0.53 -1.67
S 3.21 1.71 -1.93
N 4.67 -0.24 -0.66
N 3.77 -0.41 0.37
C 4.02 0.10 1.51
C 3.37 -0.31 2.77
C 4.14 -0.11 3.92
C 3.79 -0.58 5.17
C 2.62 -1.33 5.27
C 1.81 -1.53 4.17
C 2.09 -0.96 2.90
O 1.22 -1.03 1.94
H 5.10 0.74 -3.57
H 5.93 -0.45 -2.67
H 4.87 0.78 1.62
H 5.08 0.43 3.80
H 4.42 -0.40 6.03
H 2.34 -1.77 6.22
H 0.92 -2.13 4.24
C -1.43 3.12 0.81
N -2.66 2.35 0.93
C -2.62 0.98 1.45
P -0.91 0.10 1.62
C -1.80 -1.36 2.34
C -1.70 -1.80 3.66
C -2.43 -2.89 4.11
C -3.31 -3.55 3.26
C -3.42 -3.12 1.94
C -2.66 -2.05 1.49
C -0.36 1.10 3.07
C 0.89 1.71 2.99
C 1.37 2.49 4.03
C 0.61 2.67 5.17
C -0.65 2.08 5.26
C -1.12 1.31 4.21
C -3.89 2.92 0.69
C -4.05 4.20 0.11
C -5.30 4.73 -0.14
C -6.46 4.03 0.17
C -6.32 2.77 0.73
C -5.07 2.22 0.99
P -0.25 2.35 -0.45
C 0.64 3.87 -0.96
C 0.91 4.21 -2.28
C 1.72 5.30 -2.58
C 2.27 6.06 -1.57
C 2.02 5.73 -0.24
C 1.21 4.64 0.06
C -1.54 2.10 -1.75
C -2.16 3.13 -2.47
C -3.18 2.84 -3.37
C -3.61 1.54 -3.55
C -3.01 0.51 -2.83
C -1.98 0.79 -1.95
H -0.93 3.20 1.77
H -1.64 4.13 0.49
H -3.19 0.35 0.75
H -3.15 0.93 2.41
H -1.04 -1.29 4.35
H -2.32 -3.22 5.13
H -3.89 -4.40 3.61
H -4.11 -3.62 1.26
H -2.74 -1.75 0.45
H 1.50 1.57 2.10
H 2.36 2.94 3.95
H 0.99 3.26 6.00
H -1.26 2.22 6.14
H -2.11 0.87 4.28
H -3.19 4.79 -0.17
H -5.37 5.71 -0.59
H -7.44 4.45 -0.02
H -7.20 2.19 0.99
H -5.02 1.23 1.42
H 0.51 3.61 -3.09
H 1.94 5.54 -3.62
H 2.92 6.90 -1.81
H 2.46 6.31 0.56
H 1.04 4.38 1.09
H -1.83 4.15 -2.33
H -3.65 3.65 -3.91
H -4.41 1.32 -4.24
H -3.33 -0.52 -2.97
H -1.50 -0.02 -1.40
Br 0.84 -0.81 -7.52
C 1.09 -0.72 -5.64
C 0.58 0.34 -4.93
C 0.80 0.35 -3.56
N 1.42 -0.64 -2.92
C 1.92 -1.65 -3.62
C 1.79 -1.73 -5.00
C 2.66 -2.68 -2.83
C 3.44 -3.66 -3.44
C 4.10 -4.55 -2.62
Br 5.17 -5.91 -3.40
C 4.01 -4.46 -1.24
C 3.20 -3.45 -0.74
N 2.54 -2.59 -1.51
H 0.03 1.14 -5.41
H 0.48 1.18 -2.96
H 2.20 -2.55 -5.57
H 3.55 -3.72 -4.51
H 4.54 -5.14 -0.59
H 3.09 -3.31 0.34
N 1.07 -5.95 0.09
C 0.40 -5.23 1.02
N -0.92 -4.98 0.69
S 1.06 -4.66 2.42
H 0.75 -5.91 -0.87
H 2.07 -5.97 0.20
H -1.39 -5.68 0.14
H -1.46 -4.59 1.44
C -0.58 -4.23 -2.85
C -1.19 -2.90 -2.44
O -0.72 -2.42 -1.19
H -0.85 -4.47 -3.88
H -0.94 -5.04 -2.21
H 0.51 -4.18 -2.78
H -2.28 -2.98 -2.44
H -0.92 -2.13 -3.17
H -0.85 -3.10 -0.51
```

The charge is -1. Its frontier orbital gap is 5.7 eV. The strongest force on any atom is 1.788 eV/A. Its total energy is -268482.1247 eV. For the LUMO energy, the calculation gives 1.67 eV.

Formula: C23H53NOP3Re
Source: the OMol25 dataset
Level of theory: wB97M-V/def2-TZVPD

Structure (XYZ):
```
82
C23H53NOP3Re wB97M-V/def2-TZVPD
Re -0.12 0.01 -0.39
P -0.21 -2.19 -1.14
P -0.20 2.32 -0.84
N 1.62 0.09 -1.47
C 1.41 -2.31 -2.05
H 1.92 -3.26 -1.83
H 1.16 -2.29 -3.12
C 2.36 -1.13 -1.78
H 3.10 -1.37 -0.98
H 2.96 -0.92 -2.69
C 2.26 1.31 -1.90
H 2.59 1.15 -2.96
H 3.19 1.47 -1.34
C 1.35 2.54 -1.82
H 1.06 2.79 -2.85
H 1.92 3.39 -1.41
C -0.10 3.36 0.71
C -1.36 3.14 1.55
H -1.16 3.41 2.60
H -1.72 2.10 1.53
H -2.18 3.78 1.20
C -1.41 3.16 -1.98
C -2.82 3.34 -1.40
H -3.49 3.67 -2.20
H -2.85 4.10 -0.62
H -3.23 2.40 -1.00
C -1.41 -2.85 -2.38
C -2.83 -3.10 -1.84
H -3.49 -3.33 -2.69
H -3.24 -2.23 -1.32
H -2.87 -3.97 -1.17
C -0.14 -3.45 0.23
C -1.38 -3.33 1.12
H -1.18 -3.75 2.11
H -2.22 -3.88 0.68
H -1.70 -2.28 1.26
C -2.05 0.01 -0.16
C -0.94 4.50 -2.58
H -0.90 5.29 -1.82
H 0.03 4.45 -3.07
H -1.67 4.82 -3.34
C -0.94 -4.10 -3.14
H -1.66 -4.32 -3.94
H 0.04 -3.96 -3.61
H -0.89 -4.98 -2.49
C 0.15 -4.89 -0.20
H 0.50 -5.45 0.68
H -0.76 -5.39 -0.55
H 0.93 -4.95 -0.96
C 0.15 4.85 0.46
H -0.77 5.37 0.17
H 0.49 5.31 1.40
H 0.92 5.04 -0.30
H 0.76 2.94 1.25
H 0.74 -3.11 0.81
H -1.48 2.43 -2.80
H -1.48 -2.01 -3.10
O -3.22 0.00 0.00
H -0.63 0.11 -3.77
H -1.29 0.18 -3.40
C -1.31 -0.66 3.69
C -0.15 0.25 3.26
P 0.80 -0.20 1.73
C 2.38 0.83 1.72
C 2.60 1.77 2.91
C 1.62 -1.73 2.46
C 2.46 -1.57 3.72
H -1.69 -0.32 4.66
H -1.01 -1.71 3.83
H -2.15 -0.62 2.98
H -0.52 1.28 3.11
H 0.58 0.30 4.09
H 3.19 0.11 1.63
H 2.39 1.39 0.78
H 2.99 1.25 3.79
H 3.36 2.51 2.61
H 1.68 2.30 3.19
H 0.83 -2.47 2.66
H 2.26 -2.11 1.65
H 1.86 -1.26 4.59
H 2.90 -2.54 3.98
H 3.30 -0.88 3.57
```

The charge is +3. As for the energy above the lowest of the compared OMol25 structures with the same formula, charge and spin: 32.9 kcal per mole. Its frontier orbital gap (spin up / spin down) is 7.2 / 6.0 eV. The strongest force on any atom is 8.197 eV/A. Its total energy is -58216.7883 eV. For the LUMO energy (spin up / spin down), the calculation gives -11.28 / -12.79 eV. As for the spin multiplicity: 4.

What is the formula in the second record? C16H46N4O6Zn

Which of these has the lowest strongest force on any atom? C19H28F4INO2

The lowest strongest force on any atom belongs to which entry? C19H28F4INO2

Number 3 is which compound? C53H52Br2KN8O2P2S2